Entry from OMol25: 2 unconnected molecules or ions with the total composition C2H2Cl3NO in a non-equilibrium geometry (ωB97M-V with the def2-TZVPD basis set).

Structure (ORCA input):
```
! RIJCOSX wB97M-V def2-TZVPD def2/J DEFGRID3
* xyz 0 1
C 0.95 0.28 0.97
N 1.78 -0.41 1.40
O 2.35 -1.23 1.98
H 0.91 1.14 0.33
Cl -3.03 -0.41 1.18
C -1.85 -0.14 -0.13
Cl -2.07 -0.97 -1.64
Cl -1.80 1.55 -0.50
H -1.05 -0.63 0.28
*
```

highest occupied orbital energy = -10.5 eV
SMILES = C#[N+][O-].ClC(Cl)Cl
E_tot = -1587.8448 Eh
energy above the lowest of the compared OMol25 structures with the same formula, charge and spin = 337.8 kJ/mol
Kohn-Sham gap = 10.89 eV